[1]
DFT (ωB97M-V with the def2-TZVPD basis set) results for a 11-piece molecular cluster, C22H66O11 overall in a non-equilibrium geometry.

ORCA input file:
```
! wB97M-V def2-TZVPD RIJCOSX def2/J DEFGRID3
* xyz 0 1
C -2.032 4.039 -1.407
C -1.513 2.786 -2.092
O -0.094 2.696 -1.930
H -1.721 4.019 -0.363
H -3.113 4.147 -1.486
H -1.621 4.902 -1.935
H -1.757 2.763 -3.143
H -1.933 1.913 -1.586
H 0.205 1.890 -2.371
C 4.189 3.366 0.239
C 2.907 2.645 -0.156
O 1.795 3.511 -0.032
H 4.190 4.403 -0.102
H 5.112 2.921 -0.098
H 4.251 3.458 1.327
H 2.759 1.735 0.434
H 2.961 2.307 -1.198
H 1.146 3.315 -0.727
C -1.502 -0.086 -5.893
C -1.432 -1.157 -4.794
O -0.096 -1.173 -4.352
H -2.486 -0.091 -6.368
H -0.829 -0.433 -6.680
H -1.214 0.878 -5.515
H -1.775 -2.122 -5.180
H -2.112 -0.863 -3.982
H 0.035 -1.717 -3.547
C -2.538 0.867 4.942
C -2.060 0.160 3.665
O -3.117 -0.612 3.110
H -3.459 1.424 4.789
H -1.751 1.600 5.169
H -2.542 0.235 5.827
H -1.209 -0.483 3.892
H -1.741 0.875 2.901
H -3.812 0.010 2.849
C -4.438 0.225 0.121
C -5.629 0.748 0.902
O -5.155 1.157 2.199
H -3.739 1.041 -0.068
H -4.811 -0.120 -0.849
H -3.956 -0.646 0.559
H -6.358 -0.058 1.027
H -6.118 1.599 0.424
H -5.784 1.791 2.555
C 3.587 -3.861 1.446
C 4.476 -2.639 1.288
O 3.676 -1.481 1.495
H 2.768 -3.944 0.730
H 3.142 -3.870 2.444
H 4.145 -4.798 1.387
H 4.932 -2.645 0.295
H 5.226 -2.637 2.083
H 4.115 -0.699 1.111
C -1.461 -5.654 1.861
C -0.851 -4.503 1.064
O -1.545 -3.359 1.534
H -2.551 -5.681 1.876
H -1.226 -5.566 2.925
H -1.082 -6.631 1.547
H -0.928 -4.695 -0.012
H 0.214 -4.398 1.293
H -0.935 -2.614 1.549
C 2.445 -2.959 -2.768
C 1.229 -3.618 -2.151
O 0.203 -2.633 -1.998
H 3.194 -3.738 -2.942
H 2.899 -2.228 -2.097
H 2.156 -2.464 -3.695
H 1.512 -4.104 -1.214
H 0.777 -4.359 -2.811
H 0.311 -2.166 -1.136
C 5.508 -0.211 -1.970
C 4.884 0.737 -0.955
O 5.399 0.424 0.355
H 5.340 0.123 -2.999
H 5.072 -1.209 -1.963
H 6.586 -0.235 -1.810
H 3.822 0.516 -0.883
H 5.038 1.783 -1.152
H 6.159 0.975 0.557
C -0.788 0.025 0.149
C 0.680 -0.161 0.482
O 1.069 -1.553 0.434
H -1.146 1.040 0.296
H -1.392 -0.720 0.667
H -0.856 -0.194 -0.923
H 0.892 0.173 1.501
H 1.302 0.316 -0.278
H 2.008 -1.545 0.703
C -3.611 4.414 1.914
C -2.589 3.652 2.742
O -1.784 4.571 3.461
H -3.083 5.135 1.281
H -4.275 4.963 2.580
H -4.130 3.761 1.210
H -1.993 2.996 2.096
H -3.097 3.012 3.457
H -1.554 5.294 2.870
*
```

=====

[2]
DFT (ωB97M-V with the def2-TZVPD basis set) results for a 11-piece molecular cluster, C22H66O11 overall in a non-equilibrium geometry.

ORCA input file:
```
! wB97M-V def2-TZVPD RIJCOSX def2/J DEFGRID3
* xyz 0 1
C -28.244 27.749 23.247
C -28.107 28.845 22.150
O -29.128 29.746 22.204
H -28.246 28.182 24.247
H -27.427 27.035 23.151
H -29.150 27.144 23.212
H -28.209 28.431 21.146
H -27.105 29.273 22.159
H -29.738 29.679 21.465
C -33.658 32.697 21.577
C -34.748 32.213 20.546
O -34.523 32.511 19.213
H -33.907 32.219 22.524
H -33.722 33.765 21.785
H -32.680 32.411 21.188
H -35.684 32.702 20.815
H -34.930 31.140 20.602
H -35.325 32.449 18.688
C -37.367 31.074 30.488
C -37.948 30.348 29.176
O -37.979 28.952 29.398
H -37.243 32.145 30.332
H -36.431 30.561 30.712
H -38.029 30.983 31.349
H -37.436 30.518 28.229
H -39.024 30.454 29.037
H -38.427 28.576 28.637
C -39.313 30.627 23.105
C -40.244 31.583 23.810
O -39.574 32.471 24.591
H -38.770 30.073 23.870
H -38.607 31.024 22.375
H -39.967 29.993 22.506
H -40.951 31.014 24.413
H -40.864 32.226 23.186
H -39.042 33.039 24.029
C -28.843 32.345 26.196
C -27.744 33.115 25.554
O -28.066 33.319 24.233
H -29.040 31.412 25.668
H -29.761 32.933 26.203
H -28.530 32.017 27.188
H -26.797 32.576 25.514
H -27.623 34.095 26.014
H -28.713 32.751 23.809
C -28.177 28.794 31.038
C -29.609 28.393 30.696
O -30.490 29.399 30.443
H -27.536 27.914 31.091
H -28.143 29.281 32.013
H -27.770 29.468 30.285
H -30.032 27.880 31.560
H -29.617 27.744 29.821
H -31.252 29.104 29.938
C -39.311 27.170 34.251
C -37.865 26.752 33.950
O -37.807 26.253 32.676
H -39.965 26.307 34.124
H -39.654 28.022 33.664
H -39.341 27.303 35.333
H -37.510 25.898 34.527
H -37.105 27.529 34.033
H -38.025 26.926 32.028
C -38.940 23.875 26.540
C -39.924 24.788 25.871
O -40.018 25.946 26.620
H -37.902 24.070 26.269
H -39.114 22.825 26.304
H -38.832 24.018 27.615
H -40.857 24.226 25.825
H -39.700 24.976 24.821
H -40.943 26.201 26.608
C -32.910 27.507 25.898
C -34.144 27.277 26.872
O -33.827 28.161 27.955
H -31.982 27.400 26.458
H -32.932 28.511 25.474
H -32.806 26.695 25.178
H -34.298 26.260 27.233
H -35.089 27.623 26.455
H -34.529 27.969 28.581
C -32.237 26.870 20.177
C -32.343 27.583 18.750
O -31.977 28.913 18.916
H -33.028 26.134 20.320
H -32.254 27.499 21.068
H -31.274 26.377 20.307
H -33.414 27.602 18.550
H -31.852 27.191 17.859
H -32.615 29.526 18.546
C -31.989 23.017 32.149
C -32.983 23.820 31.278
O -34.195 23.283 31.637
H -32.170 23.370 33.164
H -30.983 23.329 31.869
H -32.108 21.934 32.124
H -32.806 23.633 30.219
H -32.851 24.886 31.459
H -34.737 24.060 31.788
*
```

=====

[3]
DFT (ωB97M-V with the def2-TZVPD basis set) results for a 11-piece molecular cluster, C22H66O11 overall in a non-equilibrium geometry.

ORCA input file:
```
! wB97M-V def2-TZVPD RIJCOSX def2/J DEFGRID3
* xyz 0 1
C 20.573 -4.064 -24.181
C 21.266 -4.364 -22.777
C 22.790 -4.132 -22.729
O 20.698 -3.461 -21.826
H 21.083 -4.493 -25.044
H 20.451 -3.001 -24.388
H 19.536 -4.401 -24.167
H 20.993 -5.398 -22.570
H 23.408 -4.974 -23.041
H 23.112 -3.987 -21.698
H 23.068 -3.244 -23.296
H 21.034 -2.613 -22.127
C 21.127 0.540 -24.661
C 21.973 0.128 -23.470
C 22.617 1.334 -22.757
O 21.073 -0.638 -22.698
H 20.848 -0.356 -25.214
H 21.662 1.234 -25.309
H 20.230 1.090 -24.373
H 22.747 -0.515 -23.889
H 23.155 0.933 -21.899
H 21.835 2.014 -22.419
H 23.324 1.826 -23.426
H 20.427 -0.063 -22.281
C 19.729 5.787 -16.368
C 19.573 4.730 -17.461
C 20.828 3.975 -17.694
O 18.562 3.885 -16.899
H 20.077 5.368 -15.423
H 18.799 6.338 -16.229
H 20.492 6.444 -16.785
H 19.072 5.219 -18.296
H 20.569 3.010 -18.130
H 21.258 3.687 -16.735
H 21.495 4.464 -18.404
H 18.951 3.032 -16.692
C 23.244 -0.837 -14.074
C 24.099 -1.485 -15.162
C 23.555 -2.901 -15.490
O 23.955 -0.708 -16.310
H 22.186 -0.797 -14.333
H 23.476 0.227 -14.021
H 23.306 -1.394 -13.139
H 25.102 -1.632 -14.762
H 22.474 -2.820 -15.607
H 23.659 -3.531 -14.606
H 24.176 -3.421 -16.219
H 24.344 -1.258 -16.994
C 17.987 2.185 -19.679
C 18.192 1.313 -20.916
C 17.697 2.128 -22.184
O 19.570 1.056 -21.124
H 16.945 2.502 -19.624
H 18.581 3.066 -19.920
H 18.293 1.767 -18.720
H 17.750 0.333 -20.736
H 18.425 2.846 -22.561
H 16.798 2.728 -22.048
H 17.509 1.486 -23.045
H 19.938 0.378 -20.552
C 26.616 -2.847 -20.112
C 25.246 -2.251 -20.250
O 24.435 -2.387 -19.108
H 27.165 -2.442 -19.262
H 27.134 -2.479 -20.997
H 26.676 -3.935 -20.102
H 24.727 -2.626 -21.131
H 25.383 -1.171 -20.313
H 24.267 -3.331 -19.055
C 18.402 0.302 -16.111
O 18.870 1.542 -15.528
H 19.069 0.079 -16.943
H 18.223 -0.446 -15.339
H 17.498 0.521 -16.679
H 18.315 1.657 -14.753
C 24.370 2.691 -16.371
O 24.954 3.685 -17.182
H 24.977 1.795 -16.241
H 24.015 3.170 -15.458
H 23.421 2.369 -16.799
H 24.370 4.368 -17.520
C 21.535 0.001 -18.404
O 21.044 -0.627 -19.583
H 22.507 0.372 -18.731
H 20.836 0.829 -18.287
H 21.575 -0.726 -17.593
H 21.800 -1.171 -19.814
C 19.379 -3.702 -18.732
O 20.563 -4.273 -19.267
H 19.385 -2.677 -18.363
H 18.611 -3.798 -19.499
H 19.172 -4.353 -17.882
H 20.651 -4.053 -20.198
C 24.852 1.755 -20.330
O 25.953 2.076 -19.518
H 25.185 1.448 -21.321
H 24.230 0.969 -19.902
H 24.239 2.637 -20.515
H 25.619 2.260 -18.637
*
```

=====

Across the entries above, E_tot takes the values -1705.3225 -1705.1781 -1705.2850 hartree, respectively.
Across the entries above, energy above the lowest of the compared OMol25 structures with the same formula, charge and spin takes the values 58.93 149.50 82.43 kcal/mol, respectively.